Below is a molecular structure, C26H40N6S4Ti, with properties calculated with ωB97M-V with the def2-TZVPD basis set.

Calculated values
Net charge: +4
Frontier orbital gap: 0.1654 Ha
Energy relative to the best compared isomer or geometry (same formula, charge and spin): 0.0 kcal per mole
LUMO level: -13.3120 eV

Last column: Mulliken charge in e.
CARTESIAN COORDINATES (ANGSTROEM)
1 H -2.65743 2.00621 2.76862  0.404
2 C 3.02457 2.42408 4.26505  -0.555
3 N -4.66058 -0.33842 -2.81437  0.036
4 H 4.41406 0.73978 2.04735  0.460
5 C 1.68138 0.17261 3.21477  -0.123
6 C 3.74846 3.11934 3.12532  -0.748
7 N -0.79812 -1.18407 0.54493  1.975
8 C 0.88920 -0.44811 -3.60931  -1.017
9 H 1.13368 -4.38576 -1.59963  0.372
10 H 1.34180 3.68670 -2.13656  0.609
11 Ti -0.16308 0.17150 -0.93479  -1.304
12 H 3.63517 4.20086 3.20866  0.475
13 C -1.22671 0.75981 1.81155  -0.086
14 H -1.93354 0.81408 3.84444  0.520
15 C 3.67783 0.29794 0.08579  -1.076
16 H 1.31701 1.08828 2.75418  -0.633
17 S -2.28097 0.38276 -2.02008  -0.121
18 H 1.75067 2.58330 -0.82373  -0.486
19 H -0.36051 -4.34693 -2.52867  0.432
20 H -0.36488 -4.95255 -0.86629  0.517
21 H -1.34005 3.28557 1.33592  0.683
22 C -0.68246 -2.50635 0.31276  0.049
23 H 2.97353 1.75157 -2.79322  0.523
24 H 5.17436 1.62271 0.72379  0.547
25 N -0.73835 1.32435 0.76409  1.006
26 C -0.63976 2.79500 0.66346  -0.612
27 H -1.97607 -1.23741 3.68441  0.553
28 H -1.00463 2.22645 3.34340  0.391
29 H -4.57588 0.55818 -3.28398  0.281
30 H -6.87092 -2.81467 -2.54832  0.466
31 C -1.01721 -3.43250 1.28426  -0.500
32 C 4.21829 1.26777 1.11552  -0.810
33 H -0.57413 2.31583 -2.59252  0.543
34 H 1.56200 1.91265 -3.81797  0.367
35 H 3.00948 -1.31072 2.31619  0.899
36 H -1.76609 -3.67363 3.28686  0.534
37 H -2.97713 -2.35018 -0.77673  0.409
38 H 1.98230 2.74121 4.32825  0.224
39 C 0.05523 -4.20350 -1.52962  -1.776
40 H 1.59904 -0.45745 -4.43751  0.521
41 C -0.93587 3.16486 -0.76980  -1.216
42 H 1.49654 -2.46700 -3.10095  0.664
43 C -5.79426 -1.03324 -3.00643  -0.318
44 S 3.08347 0.61111 4.28402  -0.033
45 C -1.49487 -2.96861 2.51043  -1.669
46 C 1.88626 1.69613 -2.79934  -1.302
47 C -1.23866 -0.72644 1.72449  0.417
48 S 2.02839 -0.44721 0.37723  0.992
49 C -0.17967 -2.81529 -1.05781  0.051
50 C -1.61217 -1.60434 2.73538  -0.361
51 H 2.24532 -0.23197 -2.12941  0.397
52 C -5.95807 -2.25679 -2.39377  -0.662
53 C -1.72903 1.48051 3.01324  -1.733
54 H -0.01415 0.06292 -3.94155  0.552
55 C 1.27287 2.64963 -1.80345  0.637
56 H 4.81960 2.91905 3.13993  0.405
57 C 0.58883 -1.85829 -3.12881  -1.096
58 H -5.03676 -3.68152 -1.09294  0.503
59 H -1.98874 3.01480 -0.99819  0.399
60 C -3.76488 -1.97998 -1.41168  0.090
61 C -4.93189 -2.72486 -1.58923  -0.523
62 H -0.68056 4.20398 -0.98075  0.423
63 H 4.34867 -0.56053 0.01760  0.560
64 H -0.12588 -2.35430 -3.78738  0.453
65 N -0.15871 2.25333 -1.66187  -0.391
66 H 0.89750 -0.24560 3.85094  0.551
67 H 3.63549 0.74191 -0.90977  0.269
68 H -0.91174 -4.49347 1.10588  0.594
69 N 1.44193 0.30619 -2.44646  -0.249
70 H -6.53030 -0.57298 -3.65266  0.485
71 N 0.04225 -1.76290 -1.76038  1.126
72 H 3.48396 2.71953 5.21052  0.497
73 H 1.32571 -1.73600 2.19657  0.389
74 H 0.37606 3.06409 0.96614  0.032
75 S 3.14719 2.68134 1.46243  -0.059
76 C 2.01355 -0.89072 2.15301  -1.254
77 C -3.62696 -0.76366 -2.04145  0.433



Below is a molecular structure, C26H41Cl5N6RhSSbSe, with properties calculated with ωB97M-V with the def2-TZVPD basis set.

Calculated values
<S²>: 6.02
Net charge: +2
Spin multiplicity: 5
Frontier orbital gap (alpha / beta): 0.2916 / 0.2105 Ha
Energy relative to the best compared isomer or geometry (same formula, charge and spin): 0.0 kcal per mole
LUMO level (alpha / beta): -4.6714 / -7.6780 eV

Last column: Mulliken charge in e.
CARTESIAN COORDINATES (ANGSTROEM)
1 H 0.33224 -2.66596 -1.82485  -0.008
2 H -4.99204 -2.54471 -0.89266  0.222
3 H 3.55078 1.39051 3.36223  0.529
4 H 3.09454 1.66331 1.68574  0.178
5 C 2.81485 -0.40538 2.37225  0.888
6 C -5.05394 1.59007 3.60050  -0.525
7 C 0.42730 3.34082 -0.53623  0.508
8 C 0.12040 4.28402 -2.79589  -0.113
9 H 1.96003 -4.92555 0.87264  0.461
10 C 3.18109 -0.05911 -1.58441  0.991
11 H -2.83158 -2.65337 -5.07816  0.363
12 C -2.90499 -1.93177 -3.08225  0.797
13 H 4.20929 1.45496 -0.41919  0.236
14 H -3.66963 4.87107 1.71695  0.399
15 Cl 1.12545 3.66575 1.04858  -0.065
16 Cl 2.31306 5.10086 -1.42785  -0.098
17 H -2.28199 -0.19987 4.49048  0.331
18 N -1.25829 -0.35491 -1.95172  -0.332
19 C 0.87403 4.15821 -1.60235  0.513
20 H 5.01476 -0.87467 -0.69963  0.248
21 Sb 1.72939 -0.71473 0.31161  1.626
22 H -3.49262 3.69051 0.34071  0.256
23 H 4.86402 -1.04332 -2.45498  0.553
24 H 1.84609 1.46342 2.96914  -0.027
25 C -3.20777 -1.41595 -0.93663  -0.140
26 H 4.73878 -0.30694 1.36552  0.274
27 H -0.69977 -3.94892 0.41253  0.467
28 C 3.54778 1.38252 -1.32514  -1.217
29 Cl -1.95102 3.50570 -4.35635  -0.146
30 H 4.28073 -1.99741 1.89247  0.291
31 C -0.09617 -3.16716 0.86535  -0.991
32 C 1.11356 -3.29847 -1.39256  -1.275
33 Cl -3.18976 2.16941 -1.89145  -0.011
34 H 1.90862 -2.31100 2.91656  0.286
35 H 2.10352 -3.09608 -1.91531  0.230
36 C -4.98900 2.74591 2.89764  -0.480
37 N -3.80801 0.93004 3.43699  0.300
38 H -0.65391 -2.20964 0.88394  -0.244
39 Cl 0.37386 5.50470 -3.97926  -0.145
40 C 2.35264 -3.91208 0.66998  -1.564
41 H -1.26926 -2.06029 -4.46074  0.266
42 H 1.20624 0.18232 -2.59871  -0.207
43 N -3.70194 2.86721 2.33665  0.131
44 C -1.04858 3.54114 -2.91517  0.591
45 N -2.31052 -1.28917 -1.98591  0.502
46 H 3.94873 -2.14199 -1.47173  0.185
47 H 0.89658 -4.35667 -1.60186  0.583
48 H 3.17747 -3.98041 -0.06106  0.350
49 Rh -0.72749 0.53947 0.15520  -0.285
50 C 2.20002 -0.27934 -2.73703  -0.966
51 N -3.98347 -2.56504 -2.71199  -0.747
52 H 2.32768 -1.32506 4.25223  0.546
53 C 1.93753 -1.27424 3.25256  -1.148
54 H 2.64006 0.25580 -3.62872  0.552
55 H -1.59360 0.52811 -2.39268  0.235
56 H 2.07558 -1.31510 -3.06130  0.306
57 N -4.21796 -2.16993 -1.41937  0.273
58 C -2.34579 -1.88185 -4.48290  -1.151
59 C 2.84110 1.10385 2.58858  -0.904
60 H 2.65261 2.00536 -1.06095  0.126
61 C 4.24631 -0.93712 2.11784  -1.386
62 H -0.43950 -0.77159 -2.38522  -0.308
63 C 1.23027 -3.03449 0.07995  1.217
64 C -1.51230 2.75985 -1.86696  -0.532
65 C -0.67067 2.48252 -0.76025  -0.150
66 C 4.30386 -1.08032 -1.54080  -1.306
67 H -2.59100 -0.89444 -4.85220  0.308
68 H 4.82777 -0.83007 3.04241  0.559
69 C -3.27177 3.92375 1.36227  -0.807
70 S -3.07269 -0.57107 0.49172  -0.318
71 H 0.10140 -3.44466 1.89432  0.357
72 H 2.75121 -3.49876 1.60731  0.297
73 H -5.75375 3.43638 2.67953  0.518
74 H -5.82695 1.16579 4.16881  0.534
75 H -3.23030 -1.13869 3.34423  0.270
76 H -2.17967 4.03266 1.45525  0.270
77 H 0.89788 -0.89869 3.36353  0.014
78 H -4.00298 -0.61591 4.83401  0.342
79 C -3.28553 -0.31254 4.06702  -0.803
80 Se -1.11986 1.42063 2.40616  -0.320
81 C -3.03664 1.70686 2.65126  -0.080
82 H 4.13362 1.84100 -2.12019  0.521



Below is a molecular structure, C26H41FO25P2S2, with properties calculated with ωB97M-V with the def2-TZVPD basis set.

Calculated values
Net charge: 0
Frontier orbital gap: 0.3479 Ha
LUMO level: 0.3489 eV

Last column: Mulliken charge in e.
CARTESIAN COORDINATES (ANGSTROEM)
1 O 7.04493 1.09265 -5.62221  -0.340
2 C 0.65074 -1.13741 -3.47834  -0.272
3 O -2.42781 -4.20726 4.11648  -0.348
4 C -0.33112 3.65767 2.68977  0.542
5 H -2.28142 -5.56238 1.76236  -0.199
6 H 2.13294 3.12915 -0.97511  0.018
7 C -2.05202 -5.99348 2.73629  1.247
8 O -5.81011 -4.24538 -1.45496  -0.612
9 H 4.52627 2.04255 -2.52190  0.217
10 H 6.36943 -0.22106 -7.05853  0.318
11 C -7.35894 -4.26422 1.57029  -0.532
12 C 6.38066 0.77259 -4.48548  0.624
13 C 1.29652 9.00987 4.12286  0.508
14 H 3.76569 2.63808 0.74684  0.303
15 C 1.85041 0.47462 -0.47707  0.514
16 H -0.62700 -4.38442 3.07182  0.304
17 H -8.26698 -4.84867 1.40686  0.276
18 H 1.12000 -4.18750 -4.22364  0.177
19 H 3.22350 2.98848 -3.22048  0.402
20 H 4.46072 1.29730 -0.19038  0.400
21 O 6.87011 0.72519 -3.40617  -0.539
22 C 0.51685 9.73153 3.05365  -1.423
23 H 3.44176 9.13404 3.74920  0.304
24 C -3.53001 -4.99128 4.11916  0.636
25 H -0.83404 -5.46826 4.46736  0.298
26 S -1.69266 -0.99912 -4.06275  1.043
27 H -1.08138 -7.74547 3.52544  0.402
28 C -1.34918 -7.31174 2.55959  -1.595
29 O -1.62435 -5.12207 -2.39786  -0.460
30 O 5.07367 0.51195 -4.74799  -0.271
31 H 2.57689 8.03271 2.65366  0.282
32 O -2.64613 -0.63010 -3.10647  -0.562
33 H 1.53352 -0.80236 -2.96893  0.532
34 H -0.48556 9.96792 3.40810  0.358
35 S 1.25955 -3.69754 -2.98208  -0.124
36 O 2.10738 1.17593 -1.60083  -0.192
37 C 3.78101 2.80923 -2.30084  -1.576
38 H 0.47236 1.75601 1.99450  0.393
39 H -7.19287 -6.96605 2.20546  0.500
40 H 1.01687 10.65789 2.77251  0.384
41 O 0.80083 3.37773 0.72233  -0.120
42 O -7.01829 -3.59742 0.33973  -0.334
43 H 4.00190 -0.89989 -6.82060  0.354
44 F 1.08614 -1.43790 -4.76338  -0.340
45 H -1.33063 3.31624 2.40699  0.251
46 H -0.44635 -7.18264 1.96536  0.357
47 C 3.71303 0.14833 -6.73550  -1.385
48 P -1.71212 -4.32524 -1.01354  0.703
49 H -0.90899 4.53636 4.55893  0.355
50 P -0.56958 -2.45726 -1.18006  0.040
51 H 1.71386 2.91458 2.51308  0.264
52 O -0.10445 4.93149 2.04094  -0.329
53 H 0.77712 4.09059 4.47524  0.375
54 H 1.42878 9.65688 4.99466  0.268
55 O -1.14483 -2.50528 -3.88629  -0.335
56 C -0.22145 3.77946 4.18607  -1.529
57 C 2.85041 2.35191 -1.20945  0.889
58 C 4.81036 0.95894 -6.09313  0.631
59 C -1.33638 -5.00168 3.61639  -0.505
60 O -1.14084 -5.07217 0.07965  -0.516
61 H 4.29373 3.72761 -2.01778  0.437
62 C 2.61535 8.43257 3.66931  -0.466
63 O 2.78894 7.33630 4.58143  -0.329
64 C 6.17220 0.79953 -6.72375  -0.559
65 C -6.16820 -4.40835 -0.33153  0.700
66 O -2.09426 -0.82322 -5.37543  -0.601
67 H -2.00054 -8.02567 2.05676  0.382
68 H 3.48315 0.53196 -7.72897  0.394
69 H 0.40414 9.10777 2.16605  0.327
70 H -3.56221 -3.55445 -1.59645  0.292
71 O 1.32121 5.93878 5.56798  -0.574
72 H -5.48259 -7.00042 2.57572  0.273
73 O 0.61165 7.82161 4.56070  -0.340
74 C 0.41657 4.67825 0.82201  0.517
75 H -2.48319 -5.09601 -2.85171  0.328
76 H 2.80774 0.18107 -6.13018  0.237
77 C -6.14012 -5.12291 1.80292  1.024
78 H 4.51881 2.01205 -6.04261  0.227
79 O 2.57621 0.92848 0.56793  -0.368
80 C 0.73405 2.80884 2.04255  -0.641
81 C 3.54566 1.85106 0.02953  -0.559
82 H -1.52843 -1.45659 -0.94438  0.025
83 O -4.56682 -4.69446 4.62486  -0.542
84 O -3.30037 -6.14695 3.45871  -0.361
85 H -5.33113 -4.54248 2.24781  -0.073
86 C -0.01457 -2.40340 -2.96549  0.650
87 C 1.55197 6.93562 4.96632  0.688
88 O -5.75960 -5.43059 0.44661  -0.333
89 H -7.53313 -3.54202 2.36308  0.323
90 H 6.34747 1.48802 -7.54624  0.318
91 O -3.23282 -3.92703 -0.75786  -0.348
92 O 1.08360 -0.43880 -0.42401  -0.494
93 C -6.36884 -6.37174 2.60708  -1.588
94 O -0.33717 -0.17601 -3.63490  -0.201
95 H -6.58477 -6.12734 3.64474  0.351
96 O 0.53640 5.47653 -0.04925  -0.566
97 H -0.44882 2.82979 4.67087  0.416